Record 1
An isolated molecule of C6H14NO2P, computed with the ωB97M-V functional and the def2-TZVPD basis.

HOMO-LUMO gap (Eh): 0.36198
Structure (SMILES): COP1(OC)=NCCCC1
HOMO energy (eV): -8.9090
Net charge: 0

The geometry in XYZ format:
```
24
C6H14NO2P (the ωB97M-V functional and the def2-TZVPD basis)
C -1.22045 2.03282 -1.60519
O -0.00250 1.81136 -0.96231
P 0.34064 0.41476 -0.17796
O 2.01754 0.63308 -0.17298
C 2.59206 0.53193 -1.52756
N -0.23879 -0.84653 -0.82983
C -0.82378 -1.95335 -0.05566
C -0.39155 -2.01754 1.41091
C -0.68603 -0.59829 1.99082
C -0.01078 0.75939 1.56551
H -1.56387 2.92615 -1.32028
H -1.82650 1.13044 -1.50455
H -1.14371 2.18908 -2.62890
H 2.09422 -0.22536 -2.03618
H 3.63578 0.33727 -1.17097
H 2.37792 1.40900 -2.24155
H -0.48892 -2.81924 -0.60361
H -2.05469 -1.89406 -0.06241
H 0.72189 -2.37378 1.62647
H -0.97428 -2.62728 2.00819
H -1.78445 -0.63906 1.62157
H -0.69757 -0.85748 3.04348
H -0.71340 1.61786 1.43574
H 0.84120 1.05883 2.19725
```

Record 2
An isolated molecule of C3H6OS, computed with the ωB97M-V functional and the def2-TZVPD basis.

HOMO-LUMO gap (Eh): 0.30121
Structure (SMILES): OCCC=S
HOMO energy (eV): -8.7256
Net charge: 0

The geometry in XYZ format:
```
11
C3H6OS (the ωB97M-V functional and the def2-TZVPD basis)
O 0.81588 -1.50564 0.27675
C 1.14881 -0.11666 0.00006
C -0.15410 0.69631 -0.28353
C -1.36706 0.37675 0.57844
S -2.54929 -0.67487 -0.09087
H 0.57893 -1.99359 -0.61437
H 1.86970 -0.02038 -0.96731
H 1.56288 0.34674 0.94730
H -0.03145 1.81124 -0.24901
H -0.46914 0.47143 -1.34342
H -1.40515 0.60866 1.74595
```

Record 3
A structure of composition C18H14Cl2OPtS8Te, computed with the ωB97M-V functional and the def2-TZVPD basis.

Spin multiplicity: 5
HOMO-LUMO gap (alpha / beta) (Eh): 0.28808 / 0.21226
<S²>: 6.0291
HOMO energy (alpha / beta) (eV): -7.9510 / -7.9560
Net charge: 0

The geometry in XYZ format:
```
45
C18H14Cl2OPtS8Te (the ωB97M-V functional and the def2-TZVPD basis)
Pt 0.17358 0.97786 0.13858
S 1.23536 2.91309 -0.28278
S 1.74649 3.76346 1.47704
S 0.31326 3.24441 2.85227
S -0.66910 1.66099 2.18256
Cl -2.78823 -0.45236 -1.02498
C -1.80705 -0.79328 -2.45638
Cl -0.62166 0.48028 -2.78235
H -2.47053 -0.84260 -3.31085
H -1.26010 -1.71375 -2.28937
O 0.30742 -0.93874 -0.17056
C 1.08772 -1.95674 0.40179
C 0.87044 -3.16030 -0.50563
C 0.14966 -4.28786 -0.24873
C 0.01457 -5.13329 -1.38321
C 0.62334 -4.61822 -2.48512
S 1.36780 -3.11590 -2.15622
C 2.55996 -1.57617 0.49692
C 3.10356 -0.41275 0.95809
C 4.51912 -0.45043 1.03089
C 5.02566 -1.65390 0.64434
S 3.79289 -2.73005 0.17121
C 0.56507 -2.27848 1.79149
C -0.66459 -1.96440 2.28305
C -0.86737 -2.43381 3.61028
C 0.21663 -3.10011 4.08977
S 1.48900 -3.15102 2.94747
H -0.26875 -4.50658 0.72259
H -0.50680 -6.07878 -1.37372
H 0.69056 -5.05346 -3.46898
H 2.51548 0.43936 1.26827
H 5.12848 0.37769 1.36144
H 6.05833 -1.95817 0.59974
H -1.40911 -1.44747 1.69544
H -1.77701 -2.28514 4.17266
H 0.34018 -3.55862 5.05711
Te -2.54159 3.39916 -0.62807
C -2.93981 5.33570 -1.19878
C -3.00596 5.83057 -2.48186
C -3.35860 7.19830 -2.52988
C -3.55111 7.72867 -1.28443
S -3.31495 6.56777 -0.06213
H -2.79698 5.22350 -3.35015
H -3.46018 7.76749 -3.44188
H -3.81509 8.74404 -1.03696
```

Look up the net charge of the third one.
0